Molecular formula: C4H6N2O
Method: DFT, ωB97M-V with the def2-TZVPD basis set

Atoms and positions in Å:
C (-0.09857, 1.10546, 1.62097)
C (0.10367, -0.59275, -1.37762)
C (0.29631, -1.63263, -0.44319)
C (-0.13814, -2.14579, 0.68070)
H (0.50963, 1.09223, 2.52332)
H (-0.70888, 2.01761, 1.21099)
H (-0.87905, 0.20152, 1.82702)
H (0.31438, 1.37490, -1.26159)
H (0.21581, 0.47295, -3.10245)
H (-0.63732, -2.90003, 1.40592)
N (0.05573, 0.60603, -0.81257)
N (0.12163, -0.43442, -2.73212)
O (0.84480, 0.83491, 0.46061)

Summary:
structure (SMILES): [H]/N=C(/C#C)NOC
LUMO: -0.12 eV
calculated total energy: -340.5032 Eh
energy above the lowest of the compared OMol25 structures with the same formula, charge and spin: 7.9390 eV
HOMO level: -9.08 eV